(1)
118
Properties=species:S:1:pos:R:3:forces:R:3 method="wB97M-V/def2-TZVPD" spin_multiplicity=3 relative_energy_kj_mol=0.0 s2=2.005 charge=+1 homo_energy_ev="-8.0 / -10.1"
Ti -0.3628 0.6179 -0.0492 -0.4 0.3 0.2
F 0.3160 5.5198 2.2036 0.0 0.0 0.0
F -2.4742 5.6960 -1.5248 0.0 0.0 0.0
O 3.1595 -1.3143 -1.5822 0.0 0.2 0.0
O -0.2507 -0.1048 2.3715 -0.1 -0.1 -0.2
N -0.0197 1.0233 -4.5151 0.0 0.0 0.0
N 1.3827 1.5630 1.0285 -0.1 0.0 0.1
N -4.7092 1.9829 -0.4621 0.0 0.0 0.0
N 1.2396 2.1574 -2.9610 0.1 0.0 0.1
N 1.2417 -3.1373 0.8738 0.0 0.0 0.0
N -1.2530 -1.6950 -0.4440 0.4 0.0 -0.1
N 0.0757 0.2564 -2.2782 -0.1 0.1 0.2
N 1.4191 -5.4941 1.1963 -0.1 0.1 0.0
N 3.3038 -4.1770 0.9334 0.0 0.0 0.0
N -3.5446 2.2556 1.5218 0.0 0.0 0.0
N 0.9418 -0.2158 4.3121 0.0 0.0 0.0
N -2.6970 0.7953 -0.0655 0.0 -0.2 -0.2
C 4.0759 -5.2286 0.3043 0.0 0.0 0.0
C -3.8601 3.6675 1.6769 0.0 0.0 0.0
C -3.6009 1.6572 0.2992 0.0 0.0 -0.1
C -3.0071 -0.0559 -1.2088 0.0 0.0 0.1
C -4.6061 2.3716 -1.8548 0.0 0.0 0.0
C -1.4045 0.7897 -4.8664 0.0 -0.1 0.0
C -1.0736 5.6333 0.3515 0.0 0.1 0.1
C 1.2119 0.3784 5.6057 0.0 0.0 0.0
C -1.6448 4.9882 -0.7292 0.0 -0.1 0.0
C 1.9298 -4.2188 0.9960 0.0 0.0 -0.1
C -1.4216 3.6549 -1.0015 0.0 0.0 0.0
C -2.6385 -1.4995 -0.9169 -0.1 0.0 -0.1
C -2.6796 1.7250 2.5462 0.0 0.0 0.0
C -0.0944 -3.0704 1.4356 0.0 0.0 0.0
C 3.3186 1.2951 2.3966 0.0 0.0 0.1
C 3.1879 -2.3245 -2.5792 0.0 -0.1 0.0
C 0.0766 3.5493 0.8645 0.1 -0.1 0.1
C 2.4352 0.8492 1.4353 0.0 0.1 0.0
C 1.1417 2.7868 1.5581 0.1 -0.1 -0.2
C 2.2243 2.1295 -1.9021 0.0 0.1 0.0
C 0.0419 0.3193 3.4850 -0.1 0.1 0.1
C 0.2555 -5.9662 0.4837 0.0 0.0 0.0
C 1.7397 -1.3716 3.9481 0.0 0.0 0.0
C 0.4071 1.1198 -3.2094 -0.1 -0.1 0.0
C -0.3287 -1.0824 -2.7201 0.1 0.1 0.0
C 2.0038 -6.4234 2.1386 0.0 0.0 0.0
C 0.8494 1.3403 -5.6324 0.0 0.0 0.0
C -0.5650 2.8858 -0.2088 0.0 -0.4 0.1
C -0.2247 4.8832 1.1372 0.0 0.0 -0.1
C -5.9940 2.2698 0.1466 0.0 0.0 0.0
C 1.0401 3.4615 -3.5659 0.0 0.1 0.0
C -1.2821 -2.8362 0.5055 0.1 -0.1 0.0
C 4.0223 -2.9416 1.1538 0.0 0.0 0.0
C 3.0430 2.5117 3.0061 0.0 0.0 0.0
C 1.9475 3.2526 2.6028 0.1 0.1 0.0
C -0.3368 -2.0543 -1.5584 -0.1 0.0 0.1
H 1.8817 1.3999 -5.2978 0.0 0.0 0.0
H 2.5602 -0.1225 0.9651 0.0 0.0 0.0
H -1.9265 3.2255 -1.8609 0.0 0.0 0.0
H 0.3913 -1.4735 -3.4479 0.0 0.0 0.0
H -1.6724 2.1446 2.4620 0.0 0.0 0.0
H 3.3557 -2.2255 1.6223 0.0 0.0 0.0
H -6.0112 1.9069 1.1705 0.0 0.0 0.0
H 1.5923 -1.6101 2.8983 0.0 0.0 0.0
H 4.8863 -3.1297 1.7974 0.0 0.0 0.0
H 2.3478 -7.3375 1.6434 0.0 0.0 0.0
H -2.6140 0.6446 2.4552 0.0 0.0 0.0
H 0.4706 -6.9424 0.0372 0.0 0.0 0.0
H -0.6109 -3.0484 -1.9483 0.0 0.0 0.0
H -3.3145 -1.8542 -0.1397 0.0 0.0 0.0
H -1.2999 -1.1046 -3.2220 0.0 0.1 0.0
H -4.7703 3.4488 -1.9682 0.0 0.0 0.0
H -2.8381 -2.1131 -1.8071 0.0 0.0 0.0
H -2.9510 4.2213 1.9214 0.0 0.0 0.0
H -2.4593 0.3004 -2.0835 0.0 0.0 0.0
H 4.3696 -2.5052 0.2142 0.0 0.0 0.0
H 4.1818 0.7042 2.6699 0.0 0.0 0.0
H 3.4211 -6.0163 -0.0582 0.0 0.0 0.0
H -4.0720 -0.0398 -1.4571 0.0 0.0 0.0
H 2.2486 0.7195 5.6524 0.0 0.0 0.0
H 0.5563 1.2310 5.7689 0.0 0.0 0.0
H 2.7943 -1.1511 4.1215 0.0 0.0 0.0
H -0.6213 -6.0810 1.1307 0.0 0.0 0.0
H 1.2660 -6.7087 2.8953 0.0 0.0 0.0
H 0.6638 -2.1278 -1.1339 0.0 0.0 0.0
H -4.5897 3.8175 2.4761 0.0 0.0 0.0
H -6.7752 1.7568 -0.4190 0.0 0.0 0.0
H 2.8490 -5.9589 2.6401 0.0 0.0 0.0
H -2.0319 0.8276 -3.9814 0.0 0.0 0.0
H 0.9282 4.2059 -2.7742 0.0 0.0 0.0
H 2.5571 -3.1363 -2.2180 0.0 0.0 0.0
H 1.9391 2.7944 -1.0867 0.0 0.0 0.0
H -0.4416 1.2123 3.9080 0.0 0.0 0.0
H -0.1054 -2.2343 2.1292 0.0 0.0 0.0
H -4.2551 4.0760 0.7520 0.0 0.0 0.0
H 4.6319 -4.8239 -0.5474 0.0 0.0 0.0
H 1.8866 3.7468 -4.1963 0.0 0.0 0.0
H 1.7477 4.2038 3.0668 0.0 0.0 0.0
H 0.5789 2.2848 -6.1144 0.0 0.0 0.0
H 1.0479 -0.3504 6.4008 0.0 0.0 0.0
H 4.1975 -2.7122 -2.7402 0.0 0.0 0.0
H -1.2778 6.6703 0.5738 0.0 0.0 0.0
H -1.5070 -3.7448 -0.0732 0.0 0.0 0.0
H 3.7393 -0.5950 -1.8520 0.0 0.0 -0.1
H -6.2294 3.3391 0.1471 0.0 0.0 0.0
H 2.3104 1.1183 -1.5197 0.0 0.0 0.0
H -1.5455 -0.1739 -5.3651 0.0 0.0 0.0
H -5.3536 1.8457 -2.4551 0.0 0.0 0.0
H 3.6896 2.8950 3.7854 0.0 0.0 0.0
H -1.7418 1.5763 -5.5474 0.0 0.0 0.0
H -3.6202 2.1399 -2.2449 0.0 0.0 0.0
H 0.7721 0.5461 -6.3785 0.0 0.0 0.0
H 4.7998 -5.6664 0.9975 0.0 0.0 0.0
H 0.0136 -5.2720 -0.3173 0.0 0.0 0.0
H 0.1329 3.4713 -4.1643 0.0 0.0 0.0
H 2.7919 -1.9677 -3.5346 0.0 0.0 0.0
H -3.0947 1.9892 3.5214 0.0 0.0 0.0
H -2.1249 -2.6733 1.1792 0.0 0.0 0.0
H 1.4593 -2.2335 4.5576 0.0 0.0 0.0
H 3.1872 2.4606 -2.3058 0.0 0.0 0.0
H -0.3511 -3.9659 2.0168 0.0 0.0 0.0



(2)
136
Properties=species:S:1:pos:R:3:forces:R:3 method="wB97M-V/def2-TZVPD" spin_multiplicity=1 charge=-1 homo_energy_ev=-4.1
P -0.8837 -3.4155 3.5724 -0.5 -2.4 -2.9
F -6.6540 -0.3382 2.1102 0.5 -2.1 1.9
F -9.4816 -1.8877 5.5509 1.8 -0.9 -1.9
F -7.1129 -0.5426 5.3212 -0.9 -1.6 -2.5
F -4.3746 -2.3661 2.5554 -1.7 1.4 1.8
F -5.1818 -2.5130 4.6767 -0.1 1.5 -1.7
F -7.8794 -3.4121 5.2008 -1.4 2.2 -2.0
F -9.3980 -2.8364 3.5257 2.5 0.9 2.3
F -0.3013 -0.1765 5.7366 -0.1 -2.5 -0.8
F -6.8814 -2.5774 2.2408 -0.1 2.1 1.9
F -8.5541 -0.1570 3.6349 1.5 -2.1 1.1
O -6.5377 1.2070 -4.3273 0.2 0.2 -0.2
O -4.7833 2.6199 -4.0431 -0.9 -0.4 -0.3
O -2.5344 3.6243 -7.0065 0.1 0.3 0.0
O 7.5179 -5.7513 1.7744 0.5 -0.4 0.0
O 0.0202 -2.0545 4.1991 -0.2 1.8 3.4
O -3.0953 5.6620 -6.1826 0.4 -0.1 -0.4
O -6.3626 3.1768 -5.4403 0.0 -0.3 0.1
O 8.3332 -7.6478 2.4458 0.0 0.2 -0.2
O 4.7437 0.1250 2.5572 -0.2 -0.2 -0.4
O 0.0163 3.4316 7.1693 -0.4 0.5 0.0
O -0.6222 -0.8121 -0.2281 -0.5 0.1 -0.4
O 5.4663 -1.1196 0.7997 -0.1 0.1 0.0
O -2.3106 -3.0499 4.5148 0.4 3.2 0.5
O 7.4882 -1.9811 -3.2198 0.0 0.4 -0.3
O -0.8795 5.4031 7.0107 0.0 -0.2 -0.2
O -1.6766 5.5649 -7.8232 0.0 -0.1 0.3
O -2.1151 0.5470 -1.2671 0.0 -0.4 0.1
O 7.2555 -1.0629 -5.1729 -0.1 0.0 0.4
O -2.2340 3.5791 6.9218 0.2 0.2 0.0
O 8.1867 0.1600 -3.4990 -0.2 -0.2 -0.1
O 3.8246 0.4369 0.6177 0.2 -0.2 0.2
O 8.1343 -7.2824 0.2137 0.1 0.0 0.3
O -2.1036 -1.7187 -1.5270 0.1 0.4 0.3
C -8.7768 3.2031 -5.1364 0.0 0.0 0.3
C -5.0811 -1.6486 3.5672 1.5 -0.3 -0.6
C 4.7463 -0.2781 1.2788 -0.1 0.3 0.3
C -8.5726 -2.3760 4.5732 -2.1 -0.7 1.7
C -1.1429 4.0839 7.0161 0.3 -0.2 0.2
C -6.5765 -1.4318 3.0228 0.6 -0.1 -1.9
C 7.4280 0.0360 -6.0744 0.2 0.4 -0.4
C 7.0864 -4.8610 0.7366 -0.4 0.4 -0.4
C 0.0092 0.3534 0.2981 0.3 0.2 0.4
C -0.6594 -1.5341 5.3636 -1.8 -1.7 -1.9
C -1.6645 -0.5509 -1.0251 0.3 -0.4 0.1
C 7.6874 -0.8544 -3.9184 0.1 -0.2 -0.1
C 7.0938 0.0453 3.1829 0.1 0.1 -0.3
C -4.2959 1.7300 -3.0336 0.3 -0.1 0.5
C -7.6206 2.9271 -6.0778 -0.6 0.0 -0.2
C -2.4398 4.8265 -6.9983 -0.3 0.2 0.1
C -7.6610 -1.1362 4.1595 -1.0 1.6 0.0
C -0.1290 2.0124 7.2922 0.0 -0.4 0.1
C 8.0143 -6.9257 1.3593 -0.4 0.3 0.1
C 8.8683 0.1460 -6.5357 0.3 -0.1 0.2
C -2.7682 6.3610 8.2075 0.0 -0.2 0.2
C -0.9291 4.8266 -8.7952 0.2 -0.3 -0.4
C -4.2718 -0.3112 3.8312 0.8 0.4 -0.1
C -2.0212 6.2574 6.8918 -0.4 0.3 0.1
C -2.2321 -1.6590 4.9443 0.7 -0.4 0.7
C 5.7438 -5.2849 0.1742 -0.1 -0.3 0.0
C -1.8148 4.3732 -9.9395 -0.3 -0.1 0.0
C -4.0260 5.0083 -5.3125 -0.1 0.1 0.3
C 3.7903 0.1778 -0.7848 -0.1 0.0 -0.4
C -2.7366 -1.1595 -3.8063 0.3 0.1 -0.1
C 7.9968 -1.9306 -1.8866 0.1 -0.1 0.5
C -5.9499 2.2269 -4.5843 0.2 0.1 0.3
C -3.2015 -1.6272 -2.4406 -0.3 0.0 -0.4
C 5.7021 -0.5141 3.4076 0.4 -0.2 0.4
C -2.6665 -0.5505 3.8756 -0.3 0.2 0.7
C 8.7834 -8.9674 2.1472 0.1 -0.4 0.0
H -0.1617 5.5038 -9.1773 -0.2 0.1 0.2
H 7.0926 1.1335 3.2904 0.0 -0.1 0.1
H 7.8017 -0.3813 3.8967 -0.1 0.0 0.0
H 7.6682 -2.8312 -1.3683 -0.1 0.0 -0.3
H -0.4785 -4.3834 4.5643 0.0 0.5 0.5
H 0.8668 1.5703 7.2756 0.0 0.3 -0.1
H 3.6782 -0.8882 -0.9890 0.1 0.1 0.1
H -2.3478 5.2238 -10.3733 0.2 0.0 0.0
H 6.7861 -0.1644 -6.9352 0.0 -0.2 0.2
H 2.9284 0.6999 -1.2010 0.1 0.0 0.3
H -4.8639 4.6244 -5.8890 0.3 -0.1 0.1
H -2.1757 0.4313 4.2233 -0.9 -1.3 -0.5
H -1.1723 -2.5391 2.4607 -0.5 0.3 0.2
H -3.9865 -0.9827 -2.0362 0.2 0.0 0.1
H 7.4508 -0.1731 2.1742 0.0 -0.1 0.1
H -4.9373 1.7844 -2.1512 0.0 -0.1 -0.1
H 9.0891 -1.9201 -1.9061 -0.1 0.1 0.0
H -1.6439 7.2434 6.6107 0.2 -0.2 0.0
H 6.9907 -3.8726 1.1925 0.1 -0.2 0.2
H -3.2944 2.0538 -2.7532 -0.2 0.1 -0.2
H -7.6774 3.6074 -6.9309 0.3 0.0 0.1
H 9.2106 -0.8035 -6.9565 -0.1 0.1 -0.1
H -0.4121 3.9854 -8.3261 -0.2 0.0 0.1
H 9.5340 0.3823 -5.7032 -0.1 0.1 0.0
H -2.6732 5.9189 6.0823 0.1 -0.2 0.1
H -8.7706 2.5149 -4.2889 0.0 0.0 -0.2
H 7.8469 -4.7836 -0.0454 0.0 -0.3 0.1
H -2.3421 -0.1428 -3.7622 -0.1 -0.1 0.0
H 9.1406 -9.4161 3.0746 -0.1 0.3 0.0
H 7.9532 -9.5671 1.7679 0.1 0.1 -0.1
H -1.9294 -1.7965 -4.1784 -0.2 -0.1 0.0
H -4.2357 0.7082 -3.4007 -0.2 0.3 0.0
H -4.6097 0.2561 4.7698 0.3 -1.2 -1.3
H -3.5604 -1.1767 -4.5236 0.0 0.0 0.0
H -7.6560 1.9092 -6.4744 0.1 0.0 0.2
H -0.7105 1.0041 0.7974 0.0 0.0 -0.2
H 8.9737 0.9276 -7.2911 -0.1 -0.1 0.0
H -0.6014 1.7693 8.2472 -0.1 0.0 -0.1
H 5.3799 -4.5535 -0.5503 0.0 0.0 0.1
H 0.5239 0.8903 -0.5027 -0.2 0.1 0.0
H -3.5484 4.2102 -4.7505 0.0 0.1 -0.3
H -3.5835 7.0840 8.1334 0.1 0.0 0.0
H -2.2694 -0.7430 2.8265 -0.5 -0.2 1.5
H -9.7317 3.0983 -5.6558 0.1 0.0 0.0
H 5.8106 -6.2551 -0.3223 0.1 0.1 0.0
H 7.6127 -1.0634 -1.3474 0.1 0.0 -0.1
H 4.6943 0.5677 -1.2587 0.0 -0.2 0.0
H -3.1903 5.3976 8.5002 0.0 0.1 -0.1
H -2.0920 6.6686 9.0101 0.0 0.1 -0.1
H -1.2220 3.8904 -10.7195 0.0 0.1 0.0
H -2.8435 -1.5976 5.9169 0.6 0.3 -1.4
H -0.5918 -2.2733 6.2337 0.6 1.5 -0.7
H 7.0767 0.9660 -5.6199 0.1 -0.1 0.1
H -3.6223 -2.6313 -2.5252 0.2 0.0 0.2
H -8.7048 4.2138 -4.7252 0.0 0.0 -0.2
H -1.7326 -4.3812 2.8827 0.2 -0.3 0.3
H 5.0071 -5.3883 0.9752 0.1 0.2 0.0
H -4.4344 0.4002 2.9480 -0.1 -1.2 1.2
H -4.4017 5.7502 -4.6062 0.2 0.1 -0.2
H 0.7493 0.0326 1.0319 -0.2 -0.2 -0.1
H -0.7013 1.6008 6.4659 0.0 0.3 0.3
H 5.6748 -1.5983 3.2721 0.0 0.1 -0.2
H 0.2021 -3.9454 2.7607 0.4 0.5 0.2
H 5.3910 -0.3103 4.4344 -0.2 0.1 -0.2
H 9.6063 -8.9532 1.4305 -0.2 0.0 0.0
H -2.5723 3.6652 -9.5975 0.2 0.0 0.0



(3)
132
Properties=species:S:1:pos:R:3:forces:R:3 method="wB97M-V/def2-TZVPD" spin_multiplicity=1 charge=+1 homo_energy_ev=-11.2
P -0.2006 1.0745 9.1956 -0.2 0.4 0.0
Si 0.5737 2.2054 4.1121 0.3 0.4 -0.3
F 1.4165 -0.3182 7.7789 -0.1 0.2 0.0
F 1.5310 1.8335 7.3707 -0.3 -0.2 0.1
O 2.7679 2.8608 -10.5090 0.0 -0.1 0.0
O -4.4276 0.4771 -9.8964 0.0 0.0 0.0
O 1.9812 -6.8186 6.3803 0.0 0.0 0.0
O 2.8840 -0.2260 -6.0977 0.0 0.0 0.0
O -1.4003 -6.9410 -6.6813 0.0 -0.1 0.0
O 3.4939 4.9914 -10.6713 0.0 0.0 0.0
O -1.4983 -4.7953 -7.3758 0.0 0.1 0.0
O -2.5373 2.3172 10.1519 0.4 0.5 -0.1
O 1.2714 -8.1568 4.8466 0.0 0.0 0.0
O 0.6768 -0.1852 -6.5552 0.0 0.0 0.0
O -1.6700 -1.9404 3.6115 0.1 0.1 0.1
O 0.5447 2.3053 -0.6290 0.0 0.0 0.1
O -3.0946 -1.4529 2.0646 0.0 0.0 0.0
O -4.2726 -1.6512 -9.1630 0.0 -0.1 0.0
O -0.0067 -5.3401 -5.9138 0.0 0.0 0.0
O 0.6054 -6.0031 4.7869 -0.1 0.2 0.0
O -2.9864 -3.5854 2.8020 0.0 -0.1 0.0
O 0.6891 0.8535 -2.3504 0.0 0.0 0.0
O 1.5973 4.6185 -9.7110 0.0 0.0 0.0
O 2.2437 -0.5885 -8.1267 0.0 -0.1 0.0
O 1.4170 2.8612 -2.6360 0.0 0.0 0.0
O -2.9484 0.0084 -8.3953 0.0 0.0 0.0
N -1.3690 3.7397 8.4682 -0.4 -0.1 -0.2
C 0.5883 3.7044 -9.2747 -0.2 0.0 0.1
C -4.1303 -1.8495 1.1545 -0.1 0.1 -0.1
C 1.2245 -6.9083 5.2862 0.0 -0.1 0.0
C -0.2686 0.5868 6.3834 0.1 -0.1 -0.2
C -0.5824 1.8537 5.5751 -0.1 -0.1 0.2
C 0.0918 -0.1479 -1.5217 0.0 -0.1 0.0
C 3.8665 5.2764 5.4093 0.1 0.1 0.0
C 1.1963 -0.7742 -9.0828 -0.1 0.0 -0.2
C -2.3183 -0.9468 -7.5315 0.1 -0.1 0.2
C 1.8253 -0.3231 -6.8967 0.0 0.1 0.0
C -0.3268 -1.2243 10.6114 -0.1 0.1 -0.2
C 0.4975 -8.4044 3.6651 0.0 -0.1 -0.1
C 1.6516 4.3912 5.6595 -0.1 0.0 0.0
C -0.9243 -0.4597 9.6998 0.0 -0.3 0.3
C 1.8723 3.4503 4.6547 0.0 -0.1 0.1
C 0.6614 0.8092 7.5530 0.5 -0.2 0.0
C -5.4855 0.0630 -10.7664 -0.1 0.1 -0.1
C 3.1178 3.4660 4.0273 0.0 0.0 -0.1
C -2.6238 -2.4421 2.8195 0.0 0.1 0.0
C 4.1035 4.3664 4.3966 0.1 -0.1 -0.1
C 1.6527 4.1850 -2.1428 0.0 0.1 0.0
C 0.8539 2.0349 -1.7609 0.0 0.0 -0.1
C 2.0310 -5.5169 6.9603 0.1 0.0 0.1
C -3.9164 -0.5005 -9.1498 0.0 0.0 0.0
C 0.6198 -6.3334 -5.0981 0.1 0.0 0.1
C -1.0512 4.8940 9.3386 0.2 0.0 0.1
C 2.5598 0.0722 -4.7356 0.1 0.0 0.1
C 2.6331 4.0404 -10.3166 0.0 0.1 0.0
C 1.4511 0.6619 3.5363 0.1 -0.1 0.1
C 4.6631 4.5067 -11.3396 0.1 0.1 0.0
C 2.6323 5.2938 6.0350 0.0 0.1 0.1
C -1.0643 -2.9042 4.4805 0.1 -0.1 0.1
C -2.5923 -5.1436 -8.2361 -0.1 0.1 -0.1
C -1.0104 -5.8042 -6.6615 0.0 0.0 0.0
C -2.5969 4.0023 7.6772 -0.1 0.0 0.0
C -0.3878 2.8961 2.6707 -0.1 -0.5 0.0
B -1.5303 2.5702 9.2728 -0.2 0.2 0.1
H 2.6772 -5.6065 7.8281 0.0 0.0 0.0
H 4.6419 5.9678 5.7088 0.0 0.1 0.0
H 0.2109 3.6160 2.1173 -0.1 0.2 0.0
H -3.5130 3.9013 8.2650 0.0 0.1 0.1
H -3.7609 -2.6020 0.4615 0.0 0.0 0.0
H -3.0434 -1.3681 -6.8369 -0.1 -0.1 -0.1
H 1.9337 -0.7101 -4.3127 -0.1 0.0 0.0
H 1.9991 0.9018 2.6230 0.0 0.0 0.0
H -5.7933 0.9565 -11.3003 0.0 0.0 0.0
H 0.0227 -1.0368 -2.1413 0.0 0.0 0.0
H -1.1799 0.0958 6.7391 0.0 0.0 0.1
H 3.3374 2.7697 3.2277 0.0 -0.1 0.0
H -1.6025 1.7654 5.1987 0.0 0.0 -0.1
H 0.7558 -0.1418 3.2841 -0.1 0.0 0.0
H -3.4296 -5.5198 -7.6526 0.0 -0.1 0.0
H -1.8669 -1.7462 -8.1160 -0.1 0.0 0.0
H 0.5804 -1.6305 -8.8137 0.0 0.0 0.1
H 0.7155 4.6578 -1.8574 0.0 0.0 0.0
H -0.0954 -6.7638 -4.3999 0.0 0.0 0.0
H 3.5072 0.1134 -4.2058 0.0 0.0 -0.1
H -1.5442 -0.4234 -6.9832 0.0 0.1 -0.1
H 0.7141 -0.3464 -0.6510 0.0 0.0 0.0
H -0.9019 0.1613 -1.2039 0.0 0.0 0.0
H 1.0483 -7.1214 -5.7137 0.0 0.0 0.0
H 0.8049 1.3435 10.1286 0.2 0.0 -0.1
H -0.3154 -2.3622 5.0535 0.0 0.1 0.0
H -1.8034 -3.3309 5.1566 0.0 -0.1 -0.1
H -4.9870 -2.2406 1.6985 0.0 0.0 0.0
H -1.1577 5.8058 8.7575 0.1 0.0 -0.1
H 1.6826 -0.9607 -10.0347 0.1 0.0 0.0
H 0.6982 4.4273 6.1755 0.0 0.0 0.0
H 2.1848 0.2902 4.2543 0.0 0.0 0.0
H -0.5929 2.0743 1.9804 -0.1 0.0 -0.1
H -0.5716 2.7216 6.2347 0.0 0.1 0.0
H 0.8555 -7.7922 2.8405 0.0 0.0 0.0
H -0.0193 4.8402 9.6845 0.0 0.0 0.0
H -1.3519 3.3184 2.9505 0.0 0.2 0.0
H -2.2864 2.2621 11.0819 -0.3 -0.5 0.1
H -1.8651 -0.7474 9.2457 0.1 -0.1 -0.2
H -0.1849 4.3080 -8.8101 0.0 0.1 0.0
H 1.0362 -5.1958 7.2666 0.0 0.0 0.0
H 4.3927 3.9955 -12.2611 0.0 0.0 0.0
H -2.5518 5.0167 7.2887 0.1 0.0 0.0
H 0.1691 3.1616 -10.1196 0.0 0.0 0.0
H 5.2593 5.3859 -11.5620 0.0 0.0 0.0
H 0.2341 -0.1631 5.7680 0.0 0.0 0.0
H 2.3287 4.1601 -1.2906 0.0 0.0 0.0
H 1.4060 -5.8160 -4.5567 0.0 0.0 0.0
H -0.5546 -8.1984 3.8483 0.0 0.0 0.0
H -1.7081 4.9722 10.2108 -0.1 0.0 0.0
H -2.8768 -4.2236 -8.7389 0.0 0.0 0.0
H 2.4495 -4.7980 6.2579 0.0 0.0 0.0
H 0.5801 0.1195 -9.1630 0.0 0.0 0.1
H -2.6568 3.3258 6.8295 0.0 -0.1 -0.1
H 2.1087 4.7269 -2.9648 0.0 0.0 0.0
H 5.2196 3.8299 -10.6947 0.0 0.0 0.0
H -0.5796 -3.7024 3.9239 -0.1 0.0 0.0
H 0.5535 -0.8827 11.1409 0.1 -0.2 -0.1
H -4.4081 -0.9492 0.6160 0.0 0.0 0.0
H -0.6980 -2.2141 10.8418 -0.1 0.1 0.2
H -5.1319 -0.6886 -11.4689 0.0 0.0 0.0
H 2.0522 1.0295 -4.6572 -0.1 0.0 0.0
H 2.4360 6.0146 6.8186 0.0 0.0 0.0
H -2.2817 -5.8915 -8.9623 0.0 0.0 0.0
H 0.9929 3.0007 -8.5489 0.0 0.0 0.0
H 0.6391 -9.4558 3.4388 0.0 0.0 0.0
H -6.3196 -0.3355 -10.1927 0.0 0.0 0.0
H 5.0551 4.3499 3.8844 0.1 0.0 0.0